Below is a 10-piece molecular cluster, H20O10 overall in a non-equilibrium geometry, with properties calculated with ωB97M-V/def2-TZVPD.

Last column: Mulliken charge in e.
Cartesian coordinates (Å):
O 0.15276 0.50609 -1.18520  -0.593
H -0.28332 -0.00924 -0.49727  0.291
H 0.63294 1.18638 -0.69977  0.290
O 4.78108 -1.38196 -0.79469  -0.609
H 4.81048 -1.01290 -1.68459  0.333
H 3.87561 -1.22347 -0.50488  0.291
O 2.81072 -3.42310 0.52533  -0.613
H 2.96137 -3.05039 1.40133  0.333
H 3.08183 -2.72178 -0.07771  0.225
O -1.54126 3.23157 0.55932  -0.536
H -0.74763 2.88406 0.98167  0.264
H -1.43435 4.18811 0.61029  0.271
O 0.87311 -0.48494 2.52217  -0.603
H 1.77565 -0.30860 2.23354  0.304
H 0.40271 -0.69324 1.70711  0.273
O -5.06950 -0.29598 0.14958  -0.599
H -4.41983 0.01647 -0.49019  0.294
H -5.40501 0.51090 0.55624  0.317
O 4.39076 4.58330 -0.82490  -0.628
H 4.63296 3.65813 -0.70493  0.316
H 3.47684 4.62764 -0.52197  0.313
O -3.68387 -3.13121 -1.61427  -0.605
H -2.87958 -2.80875 -1.19222  0.288
H -3.92483 -2.42805 -2.22786  0.310
O -3.31813 2.61931 0.35849  -0.556
H -3.81355 2.35200 -0.42387  0.259
H -3.25539 3.57791 0.28014  0.304
O 0.48325 -3.27931 0.47516  -0.495
H 0.77313 -3.90708 1.14663  0.307
H -0.13897 -3.78185 -0.06268  0.254

Summary:
**Structure (SMILES)**: O.O.O.O.O.O.O.O.O.O
**DFT total energy**: -764.24281 hartree
**Energy relative to the best compared isomer or geometry (same formula, charge and spin)**: 6.506 eV
**Molecular weight**: 180.1 g mol⁻¹
**Gap between HOMO and LUMO**: 9.432 eV